Here is a molecular structure, C22H33IrO at a distorted geometry from the OMol25 dataset. Energies are from ωB97M-V with the def2-TZVPD basis set.

Output
Relative energy (zero: lowest compared OMol25 entry of this formula, charge and spin)   69.4 kcal per mole
E   -1037.04409 Ha
2S+1   6
Total charge   +1

Geometry as XYZ:
```
57
Properties=species:S:1:pos:R:3:forces:R:3
C -1.70107 1.06688 1.67133 -0.1 1.3 0.3
C -1.10890 1.68695 0.51531 -0.5 0.2 0.8
C 0.26243 1.99659 0.82330 0.0 0.2 0.6
C 0.51966 1.56738 2.17724 -0.2 0.7 0.2
C -0.69405 0.98811 2.69910 -0.3 0.0 0.4
Ir 0.00876 -0.21921 1.01255 0.1 1.9 -4.3
C 1.91370 -2.37947 -0.29568 -1.9 4.4 -4.2
C 0.48583 -1.98695 0.04010 0.4 -2.1 1.3
H -0.41376 -2.35159 -0.52354 0.9 0.4 0.3
C 0.43218 -2.04551 1.49558 0.1 -3.8 0.8
H 1.44745 -2.23194 1.84928 -0.5 -0.1 0.9
H -0.37150 -2.67073 1.87786 0.2 0.2 0.7
C 2.05363 -3.05544 -1.64909 0.6 -1.9 -0.2
H 1.15914 -3.28663 -2.29038 0.4 0.3 1.2
H 2.80252 -2.68858 -2.40037 -0.3 0.1 1.2
H 2.43520 -4.00857 -1.23110 0.0 -0.3 -1.2
C 2.85036 -1.15738 -0.12979 1.5 -0.6 1.4
H 2.45477 -0.17405 0.26543 -0.2 -1.1 -0.1
H 3.49684 -1.60988 0.65659 0.4 1.2 -0.2
H 3.52789 -0.82188 -0.96175 -0.8 -1.0 0.5
C -1.82253 1.98014 -0.75351 0.0 -0.1 -0.2
H -2.47218 1.13801 -1.01312 0.0 0.2 -0.1
H -2.44491 2.87804 -0.65695 0.1 -0.1 0.1
H -1.11328 2.12909 -1.56731 -0.2 0.1 0.1
C 1.22547 2.66382 -0.09941 0.1 -0.1 -0.2
H 1.16354 2.21130 -1.09639 0.1 0.2 0.1
H 1.00259 3.73281 -0.19493 0.0 -0.1 0.1
H 2.24683 2.55233 0.27166 -0.1 0.1 -0.2
C 1.78755 1.71610 2.94840 0.1 -0.1 0.1
H 2.55521 2.18244 2.32974 0.0 -0.1 0.2
H 1.62684 2.32848 3.84217 0.1 0.0 -0.2
H 2.14308 0.73350 3.27655 0.1 0.2 0.0
C -0.88591 0.46437 4.08338 0.0 0.1 0.0
H 0.03490 -0.00559 4.43750 -0.2 0.0 0.0
H -1.14995 1.27213 4.77509 0.0 -0.1 -0.1
H -1.69184 -0.27273 4.09506 0.1 0.1 0.1
C -3.13215 0.67843 1.81393 0.0 -0.2 -0.1
H -3.22712 -0.14392 2.52727 -0.1 0.1 -0.1
H -3.72830 1.52384 2.18135 0.1 -0.1 -0.1
H -3.53008 0.35341 0.84881 0.0 0.0 0.2
C -0.49376 0.30989 -3.15370 2.7 -4.1 3.2
C 0.74036 -0.21940 -2.65970 2.6 0.9 0.1
C -0.69965 1.11630 -4.17409 0.8 1.4 -0.9
C 1.95949 0.39183 -3.16539 -1.3 -0.8 0.6
H 1.20348 -0.96765 -1.90791 -2.7 1.0 -1.1
C 0.52951 1.72044 -4.64118 -0.2 0.5 -0.8
H -1.78719 1.18177 -4.41148 1.2 0.9 -0.8
C 1.83620 1.35930 -4.13087 -1.8 1.2 -1.3
H 2.97028 0.08510 -2.77310 -1.3 0.3 -0.5
H 0.41421 2.50148 -5.44871 0.5 -1.0 1.0
H 2.72563 1.85589 -4.52855 -0.5 -0.1 0.0
C -3.17947 -2.82561 0.88240 0.1 -0.1 0.1
O -3.03692 -1.93063 -0.22520 -0.5 -0.1 -0.1
H -2.53653 -3.70711 0.74058 -0.2 0.1 0.1
H -4.22045 -3.15700 1.02925 0.4 0.2 -0.1
H -2.84521 -2.29829 1.78645 -0.1 -0.1 -0.2
H -3.72886 -2.15040 -0.87004 0.4 0.1 0.2
```
Forces are in eV/Å.

Let us look at the Mulliken charges, expressed in e, one per atom: 0.51, 0.32, 0.57, 0.54, 0.45, 0.31, 0.14, 0.53, 0.61, -1.68, 0.45, 0.39, -1.30, 0.30, 0.34, 0.46, -1.01, 0.18, 0.32, 0.41, -1.31, 0.34, 0.33, 0.33, -1.08, 0.06, 0.35, 0.31, -1.64, 0.36, 0.39, 0.38, -1.47, 0.38, 0.34, 0.38, -1.21, 0.34, 0.29, 0.32, -0.23, 1.21, -0.60, -0.35, -0.56, -0.26, 0.39, -0.55, 0.12, 0.33, 0.41, -0.50, -0.38, 0.25, 0.36, 0.08, 0.27